(1)
Here is a 2-piece molecular cluster, C14H16O2 overall from the OMol25 dataset. Energies are from ωB97M-V/def2-TZVPD.

- Electronic energy: -18871.2327 eV
- HOMO level: -0.299 hartree
- Structure (SMILES): Cc1ccc(O)cc1.Cc1ccc(O)cc1
- Spin multiplicity: 1
- Energy above the lowest of the compared OMol25 structures with the same formula, charge and spin: 135.2 kJ/mol
- Maximum force: 2.51 eV Å⁻¹
- Kohn-Sham gap: 0.330 hartree
- Lowest unoccupied orbital energy: 0.8 eV

Each line ends with the natural charge from an NBO analysis.
Cartesian coordinates (Å):
O -1.01 3.34 -1.22  -0.68
O 3.16 1.86 -0.30  -0.69
C 1.39 -0.96 2.23  -0.06
C 2.44 0.93 0.41  0.29
C -1.43 -0.19 -0.59  -0.19
C 0.85 -2.00 3.13  -0.62
C 1.49 1.35 1.35  -0.26
C -2.77 -2.01 -1.58  -0.64
C -2.29 0.30 -2.72  -0.20
C -1.18 2.04 -1.59  0.30
C -1.80 1.62 -2.78  -0.30
C -1.08 1.14 -0.54  -0.25
C 2.36 -1.31 1.29  -0.18
C 0.97 0.35 2.17  -0.19
C -2.22 -0.59 -1.66  -0.04
C 2.94 -0.38 0.45  -0.27
H -0.54 1.54 0.32  0.22
H -2.10 2.09 -3.70  0.22
H -3.58 -2.04 -0.86  0.22
H 1.26 -1.86 4.14  0.22
H -0.89 3.96 -1.94  0.48
H -2.01 -2.70 -1.19  0.21
H -0.24 -2.05 3.12  0.22
H -2.88 -2.43 -2.59  0.22
H 2.64 -2.35 1.10  0.21
H 4.08 1.71 -0.25  0.48
H 1.27 2.38 1.55  0.24
H 0.20 0.70 2.87  0.21
H -1.22 -0.79 0.29  0.21
H -2.86 0.01 -3.60  0.20
H 3.76 -0.69 -0.18  0.21
H 1.28 -2.97 2.86  0.22

(2)
Here is a 2-piece molecular cluster, C6H11ClNO3 overall from the OMol25 dataset. Energies are from ωB97M-V/def2-TZVPD.

- Electronic energy: -26554.4606 eV
- HOMO level: -0.085 hartree
- Spin multiplicity: 1
- Charge: -1
- Maximum force: 1.51 eV Å⁻¹
- Kohn-Sham gap: 0.197 hartree
- Lowest unoccupied orbital energy: 3.0 eV

Each line ends with the natural charge from an NBO analysis.
Cartesian coordinates (Å):
Cl 3.70 -0.66 4.15  -0.12
O 1.67 0.58 1.60  -0.64
O -1.47 -0.63 -0.82  -0.54
O 2.76 -0.49 0.00  -0.70
N 3.75 -1.62 2.66  -0.74
C 2.20 -0.46 1.24  0.77
C -2.68 1.37 -1.18  -0.43
C -2.78 -0.15 -1.09  -0.06
C -1.26 1.55 -1.72  -0.43
C -0.52 0.44 -1.00  -0.08
C 2.40 -1.65 2.13  -0.38
H 1.64 -1.61 2.90  0.18
H -3.46 -0.48 -0.30  0.18
H -0.84 2.53 -1.52  0.22
H -2.76 1.81 -0.18  0.20
H 3.04 -1.39 -0.18  0.48
H 0.33 0.05 -1.57  0.19
H -3.45 1.81 -1.81  0.20
H 2.27 -2.58 1.57  0.16
H -1.25 1.39 -2.80  0.19
H -3.13 -0.57 -2.04  0.15
H -0.15 0.76 -0.02  0.21